1.
# C20H26N4O4S

An isolated molecule of C20H26N4O4S (the ωB97M-V functional and the def2-TZVPD basis, the OMol25 dataset).

LUMO energy	0.552	eV
structure (SMILES)	CCOC(=O)N1CCC(NC(=O)c2ccc3nc(N4CCOCC4)sc3c2)CC1
DFT total energy	-1695.958908	hartree
energy relative to the best compared isomer or geometry (same formula, charge and spin)	0.6729	eV

Atoms and positions in Å:
S  4.670  1.367  -0.864
O  9.377  -1.049  -0.589
O  -7.039  -0.668  -1.108
O  -0.617  2.814  -0.206
O  -7.269  -0.381  1.125
N  6.742  -0.110  0.064
N  -5.758  0.837  -0.040
N  4.630  -0.526  0.942
N  -1.569  0.844  0.344
C  3.350  -0.076  0.835
C  7.354  -1.212  0.779
C  -7.534  -3.013  -0.647
C  8.341  -1.911  -0.150
C  9.032  0.320  -0.577
C  -5.005  1.086  -1.247
C  -8.070  -1.653  -1.070
C  3.152  0.965  -0.101
C  -3.563  0.604  -1.076
C  -6.723  -0.103  0.083
C  -5.219  1.468  1.144
C  5.427  0.107  0.151
C  1.014  0.007  1.343
C  -2.931  1.284  0.144
C  1.911  1.522  -0.311
C  0.825  1.027  0.406
C  -0.500  1.658  0.153
C  -3.782  1.005  1.386
C  7.565  0.563  -0.917
C  2.260  -0.542  1.564
H  -8.465  -1.684  -2.088
H  1.759  2.327  -1.013
H  -3.366  1.526  2.249
H  -8.331  -3.750  -0.693
H  -5.488  0.577  -2.079
H  9.677  0.801  -1.317
H  -6.725  -3.322  -1.305
H  7.799  -2.304  -1.023
H  -7.162  -2.959  0.374
H  -3.781  -0.067  1.595
H  -5.861  1.200  1.985
H  -2.869  2.364  -0.032
H  7.348  0.188  -1.927
H  7.353  1.636  -0.899
H  -2.986  0.838  -1.972
H  8.826  -2.746  0.363
H  0.181  -0.342  1.937
H  2.410  -1.320  2.295
H  -5.241  2.554  1.004
H  6.565  -1.896  1.096
H  -1.423  -0.130  0.554
H  7.874  -0.841  1.671
H  9.251  0.756  0.410
H  -5.009  2.166  -1.438
H  -3.558  -0.479  -0.933
H  -8.851  -1.325  -0.376

Löwdin atomic charge list, values in e, 8 entries: atom 1 (S): 1.087, atom 2 (O): -0.127, atom 3 (O): -0.015, atom 4 (O): 0.066, atom 5 (O): 0.088, atom 6 (N): -0.117, atom 7 (N): -0.041, atom 8 (N): 0.106



2.
# C20H26N4O6S

An isolated molecule of C20H26N4O6S (the ωB97M-V functional and the def2-TZVPD basis, the OMol25 dataset).

LUMO energy	0.257	eV
structure (SMILES)	CCOc1ccc(N(CC(=O)NC2CCCC2)S(=O)(=O)c2c(C)[nH]c(=O)[nH]c2=O)cc1
DFT total energy	-1846.430167	hartree
energy relative to the best compared isomer or geometry (same formula, charge and spin)	0.4340	eV

Atoms and positions in Å:
S  -2.667  -1.117  1.127
O  -2.503  -0.357  2.332
O  -2.666  0.166  -1.817
O  2.384  2.976  1.255
O  0.318  -4.040  -0.335
O  -6.916  1.715  -1.708
O  -3.174  -2.453  1.230
N  -1.236  -1.146  0.328
N  -6.133  0.589  0.101
N  -4.777  0.942  -1.724
N  1.342  -2.090  -0.835
C  3.639  -1.970  -1.641
C  -1.066  -2.101  -0.749
C  -3.684  0.277  -1.167
C  -6.013  1.134  -1.165
C  -5.445  -0.596  2.108
C  1.490  2.008  0.927
C  4.098  -0.699  0.349
C  0.899  1.830  -0.320
C  -5.135  -0.067  0.757
C  -0.341  -0.067  0.510
C  2.699  -2.516  -0.565
C  -3.922  -0.216  0.165
C  3.931  -0.549  -1.166
C  3.879  3.364  -0.648
C  0.262  -2.861  -0.602
C  0.249  0.110  1.759
C  1.144  1.137  1.964
C  2.808  3.917  0.288
C  -0.013  0.806  -0.521
C  3.223  -1.900  0.748
H  1.126  2.485  -1.147
H  -5.229  -1.664  2.132
H  3.803  -2.636  1.302
H  5.143  -0.901  0.585
H  -6.481  -0.417  2.382
H  -0.484  0.695  -1.485
H  -0.016  -0.557  2.562
H  3.490  2.551  -1.255
H  3.189  -2.006  -2.631
H  4.233  4.154  -1.304
H  4.815  -0.124  -1.639
H  -4.647  1.308  -2.662
H  2.673  -3.607  -0.531
H  1.207  -1.100  -0.972
H  -7.038  0.700  0.543
H  3.081  0.099  -1.389
H  1.603  1.287  2.929
H  1.952  4.302  -0.279
H  2.385  -1.596  1.374
H  3.225  4.738  0.878
H  3.804  0.206  0.878
H  4.559  -2.556  -1.653
H  -4.779  -0.138  2.838
H  -1.127  -1.617  -1.730
H  4.716  2.986  -0.066
H  -1.880  -2.819  -0.643

Löwdin atomic charge list, values in e, 8 entries: atom 1 (S): 0.702, atom 2 (O): -0.267, atom 3 (O): 0.063, atom 4 (O): -0.048, atom 5 (O): 0.080, atom 6 (O): 0.101, atom 7 (O): -0.265, atom 8 (N): -0.168



3.
# C20H26N6O2

A 2-piece molecular cluster, C20H26N6O2 overall (the ωB97M-V functional and the def2-TZVPD basis, the OMol25 dataset).

LUMO energy	0.401	eV
structure (SMILES)	[H]/N=C1\c2ccccc2CN1c1nc(C)cc(C)n1.CNC(=O)[C@H](C)NC(C)=O
DFT total energy	-1256.801553	hartree

Atoms and positions in Å:
O  -1.672  4.697  1.655
O  -4.177  1.058  1.292
N  -0.634  -2.349  -1.015
N  0.330  -1.138  -3.447
N  1.551  -1.560  -1.407
N  0.922  -2.151  0.714
N  -0.868  2.647  1.207
N  -3.331  2.568  2.708
C  -2.918  -3.110  -0.676
C  4.489  -0.221  -4.781
C  0.569  -2.031  -0.565
C  -1.629  0.710  -0.005
C  0.427  -2.748  3.011
C  2.713  -0.886  -3.273
C  5.417  -0.349  -3.739
C  -4.406  2.482  3.694
C  -2.072  2.038  0.622
C  3.637  -1.014  -2.245
C  1.408  -1.218  -2.735
C  -3.285  1.855  1.575
C  -0.737  3.912  1.602
C  4.993  -0.746  -2.464
C  3.132  -0.487  -4.552
C  0.027  -2.612  1.576
C  0.646  4.351  2.028
C  -1.548  -2.791  -0.170
C  -1.244  -2.942  1.164
C  2.957  -1.452  -0.978
H  -3.172  -4.149  -0.451
H  0.986  3.736  2.859
H  -4.417  1.488  4.145
H  5.711  -0.843  -1.655
H  3.350  -2.416  -0.636
H  4.822  0.085  -5.769
H  -3.654  -2.452  -0.205
H  -5.366  2.652  3.202
H  -1.988  -3.303  1.862
H  -1.302  0.027  0.778
H  3.084  -0.707  -0.185
H  6.468  -0.141  -3.920
H  -2.416  2.690  -0.183
H  -0.315  -3.320  3.574
H  -2.633  3.291  2.819
H  0.524  -1.757  3.462
H  2.416  -0.384  -5.361
H  1.330  4.250  1.187
H  0.427  -0.856  -4.413
H  1.390  -3.262  3.079
H  -4.266  3.235  4.471
H  -0.043  2.069  1.221
H  0.604  5.395  2.338
H  -2.461  0.255  -0.545
H  -0.812  0.873  -0.710
H  -2.965  -2.966  -1.760

Löwdin atomic charge list, values in e, 8 entries: atom 1 (O): 0.039, atom 2 (O): 0.038, atom 3 (N): 0.192, atom 4 (N): 0.152, atom 5 (N): 0.041, atom 6 (N): 0.175, atom 7 (N): 0.093, atom 8 (N): 0.025



Number 1: highest occupied orbital energy -8.0607 eV. Number 2: highest occupied orbital energy -8.5072 eV. Number 3: highest occupied orbital energy -8.6079 eV.